A single C2H2Cl2NP molecule in a non-equilibrium geometry. Source: the OMol25 dataset; level of theory: ωB97M-V/def2-TZVPD.

Output
Frontier orbital gap   10.782 eV
SMILES   N#CCP(Cl)Cl

Atoms and positions in Å:
1 N 0.654 -2.719 0.570
2 C 0.355 -1.668 0.285
3 C -0.246 -0.193 0.073
4 P -1.922 -0.390 0.871
5 Cl -2.556 1.379 0.108
6 Cl -2.814 -1.562 -0.586
7 H 0.192 0.544 0.785
8 H -0.382 -0.104 -0.935

***

4 unconnected molecules or ions with the total composition C4H18N2O4S in a non-equilibrium geometry. Source: the OMol25 dataset; level of theory: ωB97M-V/def2-TZVPD.

Output
Frontier orbital gap   8.837 eV
SMILES   N[C@H](CS)CNCO.O.O.O

Atoms and positions in Å:
1 N 0.350 -1.576 -1.572
2 C 0.903 -0.498 -0.721
3 C 1.653 0.529 -1.582
4 S 1.110 2.205 -1.067
5 C 1.842 -1.046 0.433
6 N 1.173 -1.311 1.710
7 C 0.700 -0.063 2.362
8 O -0.403 0.644 1.890
9 H -0.520 -1.933 -1.170
10 H 0.906 -2.407 -1.717
11 H 0.073 -0.076 -0.172
12 H 1.506 0.256 -2.622
13 H 2.733 0.434 -1.605
14 H 0.358 1.969 0.056
15 H 2.421 -1.933 0.151
16 H 2.605 -0.285 0.584
17 H 0.394 -1.939 1.541
18 H 0.470 -0.366 3.379
19 H 1.562 0.616 2.254
20 H -1.235 0.223 1.600
21 O -2.170 -0.076 -1.765
22 H -1.322 -0.035 -2.225
23 H -2.588 -0.814 -2.211
24 O -2.740 1.184 1.077
25 H -2.506 1.993 1.527
26 H -2.999 1.349 0.166
27 O -1.781 -1.919 0.395
28 H -2.267 -1.193 -0.029
29 H -2.323 -2.545 0.889

***

A molecular structure, C40H32BrClIrN4O2PS2 in a non-equilibrium geometry. Source: the OMol25 dataset; level of theory: ωB97M-V/def2-TZVPD.

Output
Frontier orbital gap   7.467 eV

Atoms and positions in Å:
1 Ir 0.102 0.547 0.056
2 S 1.073 2.685 0.254
3 C 0.152 2.691 1.709
4 C 0.150 3.657 2.715
5 C -0.590 3.408 3.849
6 C -1.316 2.219 3.957
7 C -1.260 1.318 2.922
8 N -0.537 1.559 1.816
9 H 0.751 4.548 2.597
10 H -0.596 4.123 4.662
11 H -1.899 1.995 4.838
12 H -1.801 0.382 2.953
13 Br -0.888 -0.649 -7.348
14 C -0.717 -1.535 -5.688
15 C -0.500 -2.906 -5.652
16 N -0.356 -3.573 -4.511
17 C -0.418 -2.889 -3.370
18 C -0.622 -1.518 -3.322
19 C -0.775 -0.822 -4.512
20 C -0.505 -0.780 -2.034
21 O -1.221 -1.043 -1.054
22 O 0.388 0.130 -1.949
23 H -0.440 -3.479 -6.568
24 H -0.297 -3.458 -2.455
25 H -0.933 0.249 -4.506
26 Cl 3.748 -3.121 1.416
27 C 1.416 -1.078 0.235
28 H 0.709 -1.907 0.216
29 H 2.034 -1.076 -0.662
30 S -4.879 3.065 -3.719
31 C -3.591 2.523 -2.617
32 C -2.287 2.961 -2.792
33 C -1.314 2.527 -1.907
34 N -1.589 1.718 -0.882
35 C -2.846 1.295 -0.717
36 C -3.875 1.673 -1.555
37 C -5.182 1.510 -4.539
38 C -4.224 0.935 -5.363
39 C -4.553 -0.228 -6.040
40 N -5.738 -0.832 -5.935
41 C -6.640 -0.277 -5.131
42 C -6.414 0.891 -4.411
43 H -2.029 3.619 -3.609
44 H -0.284 2.830 -2.018
45 H -3.021 0.628 0.117
46 H -4.879 1.307 -1.388
47 H -3.251 1.393 -5.494
48 H -3.840 -0.686 -6.717
49 H -7.594 -0.785 -5.060
50 H -7.182 1.312 -3.777
51 C 2.889 0.857 5.671
52 C 3.039 -0.522 5.621
53 C 2.959 -1.186 4.406
54 C 2.744 -0.474 3.229
55 C 2.625 0.910 3.279
56 C 2.688 1.573 4.499
57 P 2.557 -1.402 1.630
58 C 4.028 -0.355 0.914
59 C 5.313 -0.535 1.440
60 C 6.376 0.265 1.056
61 C 6.181 1.302 0.151
62 C 4.918 1.506 -0.373
63 C 3.858 0.682 0.001
64 C 1.164 -2.489 2.523
65 C 1.200 -3.841 2.858
66 C 0.089 -4.484 3.405
67 C -1.082 -3.788 3.643
68 C -1.130 -2.432 3.344
69 C -0.020 -1.802 2.805
70 H 2.936 1.374 6.622
71 H 3.210 -1.082 6.531
72 H 3.062 -2.264 4.373
73 H 2.500 1.469 2.360
74 H 2.592 2.651 4.534
75 H 5.492 -1.316 2.169
76 H 7.358 0.084 1.475
77 H 7.006 1.940 -0.139
78 H 4.739 2.317 -1.070
79 H 2.891 0.866 -0.438
80 H 2.095 -4.420 2.688
81 H 0.145 -5.542 3.633
82 H -1.948 -4.293 4.051
83 H -2.043 -1.873 3.524
84 H -0.071 -0.750 2.573

***

A molecular structure, C23H40N4O5Pt in a non-equilibrium geometry. Source: the OMol25 dataset; level of theory: ωB97M-V/def2-TZVPD.

Output
Frontier orbital gap (alpha / beta)   4.576 / 7.753 eV
⟨S²⟩   2.029
Spin multiplicity   3

Atoms and positions in Å:
1 O -3.659 2.441 0.601
2 H -4.472 2.083 0.996
3 Pt -0.236 1.964 -0.189
4 N -0.290 2.979 -1.899
5 N -1.033 3.696 0.325
6 O 0.068 2.490 -3.152
7 O -1.762 3.909 1.467
8 C -0.490 4.303 -1.815
9 C -0.921 4.717 -0.540
10 C -0.249 5.176 -2.991
11 C -1.301 6.101 -0.167
12 H -0.579 4.715 -3.930
13 H 0.819 5.422 -3.099
14 H -0.790 6.119 -2.867
15 H -1.472 6.192 0.909
16 H -2.214 6.409 -0.695
17 H -0.514 6.811 -0.453
18 H -0.739 2.187 -3.664
19 H -2.639 3.414 1.263
20 O 2.249 2.382 1.424
21 H 2.990 2.901 1.058
22 H 2.077 2.806 2.285
23 C -3.066 1.442 -0.257
24 H -2.974 0.493 0.279
25 H -2.063 1.831 -0.596
26 H -3.714 1.332 -1.135
27 O -1.590 1.381 -5.048
28 H -2.499 1.645 -5.277
29 H -1.661 0.439 -4.809
30 C 2.323 -3.145 -4.163
31 C 2.325 -3.290 -2.633
32 C 1.501 -4.524 -2.255
33 C 3.770 -3.484 -2.142
34 C 1.765 -2.023 -1.982
35 C 2.128 -0.775 -2.502
36 C 1.570 0.379 -1.982
37 N 0.730 0.336 -0.932
38 C 0.515 -0.842 -0.283
39 C 0.958 -2.052 -0.845
40 C -0.063 -0.681 1.027
41 C -0.223 -1.705 1.972
42 C -0.596 -1.399 3.279
43 C -0.881 -0.059 3.579
44 C -0.740 0.926 2.609
45 N -0.338 0.614 1.361
46 C -0.633 -2.526 4.320
47 C -1.034 -2.031 5.711
48 C -1.646 -3.594 3.883
49 C 0.752 -3.190 4.400
50 H 2.656 -4.081 -4.628
51 H 2.995 -2.348 -4.501
52 H 1.311 -2.922 -4.525
53 H 1.878 -5.398 -2.799
54 H 1.576 -4.736 -1.184
55 H 0.447 -4.382 -2.520
56 H 4.398 -2.631 -2.428
57 H 3.783 -3.572 -1.048
58 H 4.209 -4.396 -2.567
59 H 2.822 -0.673 -3.335
60 H 1.772 1.349 -2.414
61 H 0.661 -2.979 -0.356
62 H -0.012 -2.728 1.662
63 H -1.203 0.244 4.575
64 H -0.940 1.980 2.809
65 H -2.039 -1.597 5.689
66 H -1.049 -2.883 6.401
67 H -0.320 -1.295 6.096
68 H -1.382 -4.025 2.909
69 H -1.662 -4.401 4.626
70 H -2.652 -3.161 3.818
71 H 1.042 -3.615 3.432
72 H 1.516 -2.464 4.704
73 H 0.734 -4.002 5.138

***

A molecular structure, C4H9N2 in a non-equilibrium geometry. Source: the OMol25 dataset; level of theory: ωB97M-V/def2-TZVPD.

Output
Frontier orbital gap   11.000 eV
Net charge   +1

Atoms and positions in Å:
1 C 1.675 0.184 -0.537
2 C -0.408 -1.069 0.837
3 C -0.676 1.071 -0.499
4 C 0.679 -0.864 -0.780
5 N 0.377 0.447 -1.140
6 N -1.070 0.225 0.827
7 H 1.870 0.502 0.478
8 H 2.516 0.290 -1.210
9 H -1.050 -1.918 0.672
10 H 0.314 -1.199 1.628
11 H -0.446 2.095 -0.201
12 H -1.565 1.051 -1.131
13 H 0.686 -1.721 -1.420
14 H -2.088 0.121 0.831
15 H -0.813 0.784 1.645

***

A single C7H5NO4S molecule in a non-equilibrium geometry. Source: the OMol25 dataset; level of theory: ωB97M-V/def2-TZVPD.

Output
Frontier orbital gap   9.754 eV
SMILES   O=C(c1ccccc1)N1OS1(=O)=O

Atoms and positions in Å:
1 O 1.406 2.469 0.007
2 C 1.151 1.366 0.329
3 C -0.075 0.611 0.257
4 C -0.228 -0.711 0.675
5 C -1.439 -1.346 0.467
6 C -2.483 -0.687 -0.169
7 C -2.332 0.627 -0.586
8 C -1.137 1.279 -0.364
9 N 2.420 0.439 0.916
10 O 3.569 0.576 -0.005
11 S 2.646 -0.694 -0.206
12 O 1.836 -0.648 -1.372
13 O 3.193 -1.928 0.222
14 H 0.593 -1.227 1.149
15 H -1.573 -2.365 0.795
16 H -3.416 -1.199 -0.350
17 H -3.139 1.139 -1.089
18 H -0.991 2.300 -0.678

***

A single C3H5N3 molecule. Source: the OMol25 dataset; level of theory: ωB97M-V/def2-TZVPD.

Output
Frontier orbital gap (alpha / beta)   7.201 / 7.651 eV

Atoms and positions in Å:
1 N -1.843 -0.376 -0.206
2 C -0.579 0.063 -0.322
3 C 0.745 -0.656 0.115
4 N 1.832 0.061 -0.252
5 N 1.305 1.320 -0.281
6 C 0.134 0.904 0.499
7 H -2.518 0.129 0.353
8 H -2.227 -0.987 -0.911
9 H 0.729 -1.656 0.535
10 H 2.504 -0.220 -0.958
11 H -0.141 1.400 1.438

***

14 unconnected molecules or ions with the total composition H28O14 in a non-equilibrium geometry. Source: the OMol25 dataset; level of theory: ωB97M-V/def2-TZVPD.

Output
Frontier orbital gap   10.056 eV

Atoms and positions in Å:
1 O -0.015 -4.118 1.384
2 H -0.171 -3.879 2.304
3 H 0.444 -3.382 1.002
4 O -2.652 -0.306 -1.714
5 H -1.769 -0.287 -1.420
6 H -3.232 0.136 -1.050
7 O -0.363 3.045 1.972
8 H -1.112 2.894 1.410
9 H -0.595 2.547 2.758
10 O 0.483 2.013 -3.369
11 H 1.189 2.202 -3.976
12 H 0.954 1.927 -2.478
13 O 0.534 -1.025 -3.363
14 H -0.112 -1.675 -3.395
15 H 0.184 -0.463 -2.667
16 O 1.596 2.718 -0.949
17 H 0.846 3.312 -0.840
18 H 1.496 2.042 -0.309
19 O -1.949 -0.399 1.836
20 H -2.707 -0.427 2.358
21 H -1.992 0.442 1.375
22 O -2.444 2.161 0.368
23 H -2.272 2.267 -0.601
24 H -3.392 2.418 0.436
25 O 3.338 -0.051 -1.154
26 H 2.944 0.593 -0.549
27 H 3.351 0.302 -2.024
28 O 0.566 -0.954 3.071
29 H 0.509 -1.334 3.947
30 H -0.174 -1.257 2.582
31 O -2.010 -2.650 0.248
32 H -1.974 -1.858 0.755
33 H -1.420 -3.240 0.704
34 O 1.015 -2.388 -0.482
35 H 1.869 -2.372 -0.940
36 H 0.522 -2.937 -1.084
37 O -0.128 -0.015 -0.565
38 H 0.024 0.526 0.207
39 H 0.356 -0.787 -0.339
40 O 2.410 1.354 1.383
41 H 2.986 0.717 1.733
42 H 2.853 2.194 1.433

***

A single C15H17N3O4 molecule. Source: the OMol25 dataset; level of theory: ωB97M-V/def2-TZVPD.

Output
Frontier orbital gap   8.953 eV
SMILES   CCOc1[nH]n(-c2ccccc2)c(=O)c1/C=N/CC(=O)OC

Atoms and positions in Å:
1 C 4.041 -1.760 0.652
2 C 2.538 -1.550 0.641
3 O 2.207 -0.791 -0.530
4 C 1.062 -0.132 -0.604
5 N 0.773 0.352 -1.845
6 N -0.514 0.866 -1.851
7 C -1.028 1.515 -2.975
8 C -2.397 1.757 -3.069
9 C -2.906 2.384 -4.190
10 C -2.071 2.764 -5.228
11 C -0.711 2.527 -5.132
12 C -0.185 1.909 -4.012
13 C -1.015 0.828 -0.548
14 O -2.099 1.254 -0.208
15 C 0.027 0.197 0.255
16 C -0.168 0.098 1.670
17 N 0.754 -0.149 2.507
18 C 0.437 -0.254 3.903
19 C 0.468 -1.737 4.246
20 O 1.450 -2.428 4.264
21 O -0.766 -2.189 4.483
22 C -0.885 -3.577 4.767
23 H 4.551 -0.802 0.709
24 H 4.307 -2.354 1.521
25 H 4.365 -2.276 -0.248
26 H 2.196 -1.023 1.540
27 H 2.014 -2.511 0.578
28 H 1.150 -0.051 -2.691
29 H -3.042 1.468 -2.256
30 H -3.967 2.572 -4.254
31 H -2.476 3.248 -6.103
32 H -0.050 2.829 -5.930
33 H 0.882 1.759 -3.939
34 H -1.199 0.318 1.975
35 H -0.551 0.153 4.159
36 H 1.227 0.251 4.465
37 H -1.941 -3.762 4.944
38 H -0.295 -3.833 5.650
39 H -0.527 -4.168 3.922

***

14 unconnected molecules or ions with the total composition C27H71F6N6O34S8 in a non-equilibrium geometry. Source: the OMol25 dataset; level of theory: ωB97M-V/def2-TZVPD.

Output
Frontier orbital gap   9.141 eV
Net charge   -1

Atoms and positions in Å:
1 C -0.997 1.836 0.682
2 F -0.519 1.532 1.879
3 F -2.302 1.631 0.606
4 F -0.718 3.139 0.503
5 S -0.105 0.870 -0.634
6 O -0.730 1.166 -1.882
7 O 1.275 1.199 -0.489
8 N -0.444 -0.664 -0.088
9 S -0.419 -1.609 -1.367
10 O -1.606 -1.578 -2.173
11 O 0.820 -1.603 -2.100
12 C -0.501 -3.302 -0.603
13 F 0.601 -3.682 0.032
14 F -1.533 -3.401 0.218
15 F -0.724 -4.144 -1.617
16 C -3.495 -1.125 1.582
17 O -2.195 -0.776 2.074
18 H -3.490 -0.887 0.513
19 H -3.696 -2.192 1.682
20 H -4.159 -0.496 2.162
21 H -1.559 -0.750 1.340
22 C 2.443 -1.122 2.437
23 O 1.124 -1.583 2.255
24 H 2.886 -1.551 3.338
25 H 3.135 -1.266 1.608
26 H 2.475 -0.039 2.658
27 H 0.686 -1.178 1.484
28 O -2.456 -0.165 4.992
29 S -3.837 0.179 4.957
30 O -4.885 -0.764 4.779
31 O -4.247 1.139 6.200
32 C -3.437 1.026 7.383
33 C -3.739 -0.215 8.215
34 C -3.971 1.510 3.775
35 H -3.625 1.924 7.971
36 H -2.383 1.020 7.093
37 H -4.813 -0.427 8.235
38 H -3.573 -0.013 9.274
39 H -3.223 -1.074 7.794
40 H -3.504 2.384 4.216
41 H -5.036 1.670 3.620
42 H -3.460 1.267 2.850
43 O 6.774 0.596 -0.532
44 S 5.405 0.383 -0.191
45 O 4.497 -0.281 -1.056
46 O 5.292 -0.382 1.211
47 C 6.257 0.008 2.212
48 C 5.580 0.057 3.567
49 C 4.776 1.987 0.283
50 H 6.746 0.962 1.989
51 H 7.087 -0.701 2.150
52 H 5.259 -0.940 3.862
53 H 4.693 0.690 3.500
54 H 6.251 0.496 4.304
55 H 3.983 1.844 1.011
56 H 4.318 2.366 -0.627
57 H 5.578 2.585 0.698
58 O -4.120 -3.661 -1.771
59 S -4.873 -3.627 -2.971
60 O -5.895 -4.593 -3.219
61 O -5.527 -2.165 -3.038
62 C -6.473 -1.918 -4.095
63 C -7.012 -0.524 -3.941
64 C -3.730 -3.541 -4.343
65 H -7.255 -2.676 -4.148
66 H -5.914 -2.006 -5.034
67 H -7.676 -0.310 -4.777
68 H -6.224 0.232 -3.895
69 H -7.510 -0.378 -2.980
70 H -3.354 -4.548 -4.491
71 H -2.992 -2.777 -4.120
72 H -4.299 -3.256 -5.225
73 O -1.291 -4.383 -7.079
74 S 0.063 -4.085 -7.442
75 O 0.378 -2.778 -7.903
76 O 1.007 -4.468 -6.243
77 C 0.862 -3.794 -4.974
78 C 1.242 -4.714 -3.839
79 C 0.698 -5.340 -8.543
80 H -0.196 -3.533 -4.850
81 H 1.418 -2.857 -4.931
82 H 1.238 -4.162 -2.908
83 H 2.215 -5.181 -3.992
84 H 0.521 -5.536 -3.794
85 H 1.686 -4.969 -8.794
86 H 0.027 -5.446 -9.389
87 H 0.699 -6.267 -7.981
88 O 2.134 8.937 1.286
89 S 1.945 8.645 -0.089
90 O 2.838 9.124 -1.087
91 O 1.886 7.052 -0.150
92 C 1.889 6.424 -1.442
93 C 1.551 4.938 -1.296
94 C 0.250 9.061 -0.506
95 H 2.861 6.564 -1.921
96 H 1.199 6.897 -2.157
97 H 2.488 4.491 -0.967
98 H 1.257 4.566 -2.274
99 H 0.763 4.798 -0.562
100 H -0.336 8.871 0.384
101 H -0.038 8.619 -1.451
102 H 0.359 10.137 -0.665
103 O 1.584 -1.470 6.137
104 S 2.364 -0.293 6.308
105 O 3.764 -0.357 6.069
106 O 1.794 0.860 5.392
107 C 0.372 1.138 5.381
108 C 0.138 2.620 5.209
109 C 2.025 0.377 7.935
110 H -0.106 0.770 6.291
111 H -0.049 0.599 4.533
112 H 0.698 2.943 4.326
113 H 0.550 3.219 6.025
114 H -0.912 2.858 5.054
115 H 2.502 -0.260 8.670
116 H 0.957 0.506 8.054
117 H 2.509 1.353 7.922
118 C -3.035 0.613 -4.051
119 N -3.029 1.971 -4.638
120 O -4.023 2.647 -4.476
121 O -2.037 2.342 -5.231
122 H -3.194 0.717 -2.984
123 H -2.081 0.124 -4.217
124 H -3.775 -0.007 -4.551
125 C 3.964 -3.281 -0.345
126 N 5.052 -3.212 -1.338
127 O 6.179 -2.995 -0.946
128 O 4.745 -3.367 -2.504
129 H 3.390 -4.178 -0.550
130 H 3.352 -2.394 -0.512
131 H 4.321 -3.215 0.676
132 C 3.361 1.087 -3.651
133 N 4.360 1.985 -4.271
134 O 5.109 2.571 -3.519
135 O 4.352 2.097 -5.475
136 H 3.852 0.124 -3.524
137 H 2.460 0.967 -4.240
138 H 3.111 1.464 -2.666
139 C -2.019 5.864 0.843
140 N -2.554 5.250 2.086
141 O -3.760 5.210 2.173
142 O -1.775 4.848 2.920
143 H -2.336 5.234 0.019
144 H -0.948 6.025 0.876
145 H -2.515 6.828 0.760
146 C -0.526 -7.335 -1.116
147 N 0.670 -7.990 -0.533
148 O 0.554 -8.495 0.563
149 O 1.663 -8.086 -1.227
150 H -0.215 -6.985 -2.094
151 H -0.951 -6.566 -0.486
152 H -1.235 -8.140 -1.302

***

no.,calculated total energy (Eh)
1,-1393.91744
2,-971.82113
3,-6189.24239
4,-1614.80353
5,-266.97740
6,-1023.51828
7,-281.36204
8,-1070.14032
9,-1046.98918
10,-7742.25878